#1
Molecular formula: C9H9NO
Method: DFT, ωB97M-V with the def2-TZVPD basis set

Structure (XYZ):
```
20
C9H9NO ωB97M-V with the def2-TZVPD basis set
C -1.5209 -2.2013 1.0929
C -1.9847 -1.3291 -0.0927
C -0.8579 -0.5963 -0.7889
C 1.0606 0.4283 -1.2654
C 2.1361 1.2422 -1.1734
C 2.2513 2.0232 -0.0275
C 1.2550 1.9850 0.9929
C 0.1625 1.1127 0.8873
C 0.1291 0.3241 -0.2579
H -2.3699 -2.7915 1.5230
H -0.8285 -2.8988 0.7236
H -1.1334 -1.5426 1.8747
H -2.5390 -1.8045 -0.9267
H -2.6012 -0.5145 0.2980
H 2.7612 1.3860 -2.0139
H 3.0330 2.7989 -0.0695
H 1.5213 2.6719 1.7976
H -0.5153 0.9466 1.6753
N -0.5742 -0.9441 -1.9581
O 0.6148 -0.2961 -2.2914
```

Results
- Kohn-Sham gap: 9.8669 eV
- E_LUMO: 0.706 eV
- HOMO level: -9.16 eV
- SMILES: CCc1noc2ccccc12

#2
Molecular formula: C9H9NO
Method: DFT, ωB97M-V with the def2-TZVPD basis set

Structure (XYZ):
```
20
C9H9NO ωB97M-V with the def2-TZVPD basis set
C -0.5307 -2.8072 -0.0420
C -1.5203 -1.9238 0.4462
C 0.5160 -2.4052 -0.8120
C -1.2645 -0.6095 0.5205
C 0.7965 -1.0066 -0.8560
C -0.1054 -0.0873 -0.1376
C -0.5240 2.2681 -0.0649
C 1.9932 -0.5128 -1.2643
C 0.1058 3.0913 1.0845
N 0.1689 1.1452 -0.2197
O -1.6171 2.5432 -0.4959
H -0.7695 -3.9269 0.1067
H -2.3970 -2.1956 0.8613
H 1.1900 -3.0159 -1.1926
H -2.0580 0.0023 0.9002
H 2.3704 0.5641 -1.2219
H 2.7905 -1.0124 -1.7952
H 0.6019 4.0218 0.6612
H 0.8621 2.4999 1.6782
H -0.6089 3.3672 1.8433
```

Results
- Kohn-Sham gap: 7.3730 eV
- E_LUMO: -1.075 eV
- HOMO level: -8.45 eV
- SMILES: C=C1C=CC=C/C1=N\C(C)=O

Which is most stable, and by how much? #1, by 29.9 kcal/mol.

#1
Molecular formula: C7H14O2Si
Method: DFT, ωB97M-V with the def2-TZVPD basis set

Structure (XYZ):
```
24
C7H14O2Si ωB97M-V with the def2-TZVPD basis set
C 2.3917 -1.8370 0.1572
C 2.4284 -0.5416 -0.0589
C 1.1984 0.2164 0.0358
C 3.6842 0.2453 -0.2128
C -1.2119 1.0703 1.3398
C -1.5716 1.5201 -1.1070
C -1.2840 0.4253 -0.0030
O 1.2152 1.4436 0.0558
O 0.0287 -0.4613 -0.0894
Si -2.4550 -1.0659 -0.1028
H 3.3747 -2.3346 0.1760
H 1.5358 -2.5191 0.4617
H 3.5000 1.0131 -1.0207
H 4.0588 0.7920 0.7637
H 4.4200 -0.4247 -0.6137
H -0.5659 0.5162 2.0688
H -2.2631 1.1058 1.8004
H -0.6952 1.9929 1.2945
H -2.2759 2.2164 -0.6253
H -1.9563 1.1412 -1.9892
H -0.7360 2.1258 -1.2587
H -2.3867 -1.6154 -1.4259
H -3.8348 -0.7733 0.1083
H -2.0016 -2.1703 0.6702
```

Results
- Kohn-Sham gap: 10.7003 eV
- E_LUMO: 0.719 eV
- HOMO level: -9.98 eV
- SMILES: C=C(C)C(=O)OC(C)(C)[SiH3]

#2
Molecular formula: C7H14O2Si
Method: DFT, ωB97M-V with the def2-TZVPD basis set

Structure (XYZ):
```
24
C7H14O2Si ωB97M-V with the def2-TZVPD basis set
C -1.2328 2.3963 0.1025
C -1.2047 1.0584 0.2018
C -3.0172 -0.7496 0.6820
C -2.4784 0.3709 -0.1070
C 2.4117 1.0392 -0.1607
C 0.8283 -1.3085 -1.7074
C 1.9240 -1.4840 1.2196
O -2.5790 -0.9423 -0.5991
O -0.1465 0.3925 0.6253
Si 1.1588 -0.3275 0.0147
H -0.2922 2.9752 0.3956
H -2.0431 2.9104 -0.2322
H -2.3985 -1.1379 1.5054
H -4.0477 -0.8719 0.8714
H -3.2897 1.0075 -0.4919
H 2.4315 1.5078 -1.1576
H 2.1332 1.7277 0.6459
H 3.5712 0.8513 -0.0568
H 1.1226 -0.7165 -2.5464
H 1.1199 -2.3369 -1.7475
H -0.1816 -1.1906 -1.8247
H 1.8329 -1.0906 2.2547
H 1.4497 -2.4946 1.1389
H 2.9277 -1.5862 0.9735
```

Results
- Kohn-Sham gap: 9.9688 eV
- E_LUMO: 0.882 eV
- HOMO level: -9.09 eV
- SMILES: C=C(O[Si](C)(C)C)[C@@H]1CO1

Which is most stable, and by how much? #2, by 21.4 kcal/mol.

#1
Molecular formula: C2H8NO2
Method: DFT, ωB97M-V with the def2-TZVPD basis set

Structure (XYZ):
```
13
C2H8NO2 ωB97M-V with the def2-TZVPD basis set
O 1.2817 -0.5225 1.7682
C 0.0944 -0.5860 1.6961
C -0.6977 0.5148 0.9998
N -0.0539 0.8920 -0.3484
H -0.6044 -1.3566 2.0546
H -0.8016 1.4425 1.5820
H -1.7077 0.2547 0.6783
H -0.5652 1.7201 -0.6672
H -0.2080 0.2821 -1.2009
H 0.9322 1.1320 -0.1965
H 0.6335 -1.9989 -1.8663
H 0.9909 -0.7374 -2.6875
O 0.7055 -1.0369 -1.8121
```

Results
- Kohn-Sham gap: 10.9444 eV
- Total charge: +1
- E_LUMO: -3.932 eV
- HOMO level: -14.88 eV

#2
Molecular formula: C2H8NO2
Method: DFT, ωB97M-V with the def2-TZVPD basis set

Structure (XYZ):
```
13
C2H8NO2 ωB97M-V with the def2-TZVPD basis set
C -0.0471 -0.7571 -0.9794
C 0.0202 0.8485 -0.0991
N 0.0779 0.1759 1.3553
O 1.0178 -1.4302 -0.4516
O -0.9846 1.7551 -0.1945
H -1.0272 -1.2081 -0.8111
H -0.0895 -0.6858 -2.0509
H 0.9552 1.2302 -0.4117
H 0.2127 -0.9242 1.0359
H -0.7770 0.3037 1.8578
H 0.7414 0.5140 2.1454
H 1.7399 -1.2240 -1.0463
H -1.8396 1.4017 -0.3498
```

Results
- Kohn-Sham gap: 11.5367 eV
- Total charge: +1
- E_LUMO: -3.550 eV
- HOMO level: -15.09 eV
- SMILES: [NH3+][C@H](O)CO

Which is most stable, and by how much? #1, by 30.1 kcal/mol.

#1
Molecular formula: C2H8NO2
Method: DFT, ωB97M-V with the def2-TZVPD basis set

Structure (XYZ):
```
13
C2H8NO2 ωB97M-V with the def2-TZVPD basis set
C -1.9589 0.4005 -0.8634
N -1.2480 -0.7717 -0.2291
H -3.0206 0.2015 -0.8673
H -1.6703 1.3235 -0.3786
H -1.5441 0.5089 -1.8648
H -0.4411 -0.4848 0.3549
H -0.8314 -1.3592 -0.9512
H -1.8847 -1.3368 0.3294
O 1.3151 -0.2253 0.1509
C 2.2435 -0.0012 0.8818
O 3.2789 0.7726 0.5071
H 2.4189 -0.5571 1.8154
H 3.3427 1.5292 1.1147
```

Results
- Kohn-Sham gap: 12.1132 eV
- Total charge: +1
- E_LUMO: -3.382 eV
- HOMO level: -15.50 eV

#2
Molecular formula: C2H8NO2
Method: DFT, ωB97M-V with the def2-TZVPD basis set

Structure (XYZ):
```
13
C2H8NO2 ωB97M-V with the def2-TZVPD basis set
C 0.6463 -1.5993 -2.6666
N 0.8183 -0.9030 -1.3284
H 0.3503 -2.6597 -2.6484
H 1.6803 -1.5025 -3.1097
H -0.1216 -1.0638 -3.2612
H 1.6715 -1.2389 -0.7353
H 0.7759 0.0972 -1.2440
H -0.0778 -1.0897 -0.9822
O 0.0092 0.2704 0.8031
C -0.3738 0.8209 1.8195
O -1.3061 1.7034 2.0081
H 0.4376 0.6720 2.7260
H -1.7043 1.9864 1.1469
```

Results
- Kohn-Sham gap: 11.3420 eV
- Total charge: +1
- E_LUMO: -3.590 eV
- HOMO level: -14.93 eV

Which is most stable, and by how much? #1, by 14.2 kcal/mol.

#1
Molecular formula: CClFN2O
Method: DFT, ωB97M-V with the def2-TZVPD basis set

Structure (XYZ):
```
6
CClFN2O ωB97M-V with the def2-TZVPD basis set
C -1.0026 0.4749 0.0995
N -1.4243 1.4738 0.4405
N 0.7637 -1.1028 -0.5605
O 1.7494 -0.4448 -0.7909
F 0.7194 -1.4944 0.7696
Cl 1.9541 1.1144 0.2484
```

Results
- Kohn-Sham gap (spin up / spin down): 6.4764 / 6.4804 eV
- E_LUMO (spin up / spin down): -4.677 / -4.676 eV
- HOMO level (spin up / spin down): -11.15 / -11.16 eV

#2
Molecular formula: CClFN2O
Method: DFT, ωB97M-V with the def2-TZVPD basis set

Structure (XYZ):
```
6
CClFN2O ωB97M-V with the def2-TZVPD basis set
C 1.0128 -0.4437 0.0359
N 1.5833 -1.4152 0.2479
N 0.1548 0.6945 -0.3611
O -0.9887 0.3469 -0.8007
F 0.2531 1.5577 0.6794
Cl -2.0152 -0.7402 0.1986
```

Results
- Kohn-Sham gap: 9.9101 eV
- E_LUMO: -1.643 eV
- HOMO level: -11.55 eV
- SMILES: N#CN(F)OCl

Which is most stable, and by how much? #2, by 76.7 kcal/mol.

#1
Molecular formula: BrH2PS2
Method: DFT, ωB97M-V with the def2-TZVPD basis set

Structure (XYZ):
```
6
BrH2PS2 ωB97M-V with the def2-TZVPD basis set
P -1.8267 0.9556 -1.2488
S -1.5460 2.6484 -0.3392
S 1.7548 -0.5037 -0.0164
Br -2.1303 -0.7335 0.1481
H 1.8392 -1.9243 0.1570
H 1.9090 -0.4425 1.2993
```

Results
- Kohn-Sham gap: 7.8074 eV
- E_LUMO: -1.644 eV
- HOMO level: -9.45 eV
- SMILES: S=PBr.S

#2
Molecular formula: BrH2PS2
Method: DFT, ωB97M-V with the def2-TZVPD basis set

Structure (XYZ):
```
6
BrH2PS2 ωB97M-V with the def2-TZVPD basis set
P -0.4570 1.3754 -4.6092
S -1.9273 0.4097 -3.7332
S 0.4343 -0.4971 0.0791
Br 1.3475 1.0660 -3.2986
H -0.5748 -0.7763 -0.5958
H 0.8798 0.4665 -0.7501
```

Results
- Kohn-Sham gap: 7.4930 eV
- E_LUMO: -2.087 eV
- HOMO level: -9.58 eV
- SMILES: S=PBr.S

Which is most stable, and by how much? #1, by 1.8 kcal/mol.

#1
Molecular formula: CHNO2S
Method: DFT, ωB97M-V with the def2-TZVPD basis set

Structure (XYZ):
```
6
CHNO2S ωB97M-V with the def2-TZVPD basis set
C 1.8167 -0.1199 0.0742
N 1.6599 1.2843 0.1084
O 1.7118 1.9571 -0.8904
O 1.5376 1.6629 1.2729
S 2.6805 -1.3844 -0.0948
H -0.3902 -0.2057 0.0192
```

Results
- Kohn-Sham gap (spin up / spin down): 8.5270 / 7.6597 eV
- E_LUMO (spin up / spin down): -1.961 / -1.492 eV
- HOMO level (spin up / spin down): -10.49 / -9.15 eV

#2
Molecular formula: CHNO2S
Method: DFT, ωB97M-V with the def2-TZVPD basis set

Structure (XYZ):
```
6
CHNO2S ωB97M-V with the def2-TZVPD basis set
C 0.3142 -0.4190 0.0991
N 2.9744 0.3696 0.0546
O 3.6413 1.3616 0.1013
O 3.2434 -0.7888 -0.1273
S 1.0201 -1.7759 -0.0935
H -0.6808 -0.0424 0.1632
```

Results
- Kohn-Sham gap (spin up / spin down): 6.5882 / 8.7341 eV
- E_LUMO (spin up / spin down): -1.321 / -0.738 eV
- HOMO level (spin up / spin down): -7.91 / -9.47 eV

Which is most stable, and by how much? #2, by 40.3 kcal/mol.